(1)
A cluster of 10 separate species, C36H84O24 in total at a distorted geometry, computed with ωB97M-V/def2-TZVPD.

**Energy**: -3227.46303 a.u.
**2S+1**: 1
**Total charge**: 0
**Highest occupied orbital energy**: -9.140 eV
**Energy relative to the best compared isomer or geometry (same formula, charge and spin)**: 0.388 eV

CARTESIAN COORDINATES (ANGSTROEM)
H -1.70 0.55 4.30
H 7.97 -1.47 -1.67
C 3.06 4.62 -2.33
H 2.34 -2.31 -3.63
O -0.38 6.37 -2.37
C -3.60 -7.77 -6.02
O -1.60 -0.30 -2.70
C -3.14 4.90 4.56
C 3.53 2.72 0.12
H -2.31 -8.60 -1.62
H -1.51 -5.55 -5.22
C 1.06 3.52 3.06
H 1.39 -0.52 3.08
C -1.82 -4.13 0.91
H 4.32 0.05 -4.15
H -4.86 2.52 2.99
H 5.37 1.43 -4.06
H 2.65 3.12 0.69
H -2.44 -1.96 -3.46
C 2.14 0.90 -0.37
C 4.60 -3.49 -1.64
C -5.26 6.00 4.79
H -1.85 -3.08 1.16
H 4.21 1.04 -2.68
H -6.08 6.34 4.23
H -2.07 1.21 6.46
C 0.59 4.92 1.30
C -5.42 -4.74 3.79
H -0.66 -0.87 1.24
H -4.80 6.86 5.27
H -1.10 2.25 -1.99
H 1.67 5.15 1.05
H -5.53 5.49 5.75
C 4.51 3.63 -0.52
H 5.07 4.07 0.33
O 0.24 4.91 -4.05
C -2.00 -0.33 4.80
O 1.51 2.16 -5.50
C -1.98 -6.81 -3.47
H -5.75 -5.40 4.60
H 2.74 5.63 -2.65
C -3.68 -4.54 2.26
H -3.48 2.43 1.84
H 5.20 3.08 -1.15
C -3.17 -7.90 -1.70
H -0.16 8.31 -2.74
H -4.16 -8.38 -1.55
H 2.66 0.14 0.27
H 2.59 0.02 4.27
C 2.26 1.47 -4.66
O -2.37 -4.82 2.11
O -4.14 -5.24 3.30
C 1.30 2.10 3.58
O 0.41 3.63 1.83
H 3.07 2.14 -6.96
H 0.79 7.15 -3.87
H -0.73 -2.01 -3.53
H 4.22 -3.42 -0.59
H 3.67 4.35 -3.25
C -0.57 2.88 -2.66
H -2.62 4.24 2.70
H 2.07 3.54 -6.90
H 2.09 4.00 3.03
H 4.05 2.07 0.86
C -3.88 2.13 2.79
C 4.42 1.07 -3.74
H 0.22 5.68 2.03
O -2.30 -7.31 -5.75
H 6.54 -4.03 -0.85
C 2.09 2.44 -6.77
C -2.48 3.86 3.71
O -1.46 0.20 -0.51
O 6.13 -1.98 -0.74
H 6.69 -3.12 -2.39
H -3.57 -8.73 -6.57
H -2.26 -2.40 4.91
O -1.69 -1.98 -1.13
O 1.81 0.52 -4.02
H -0.01 5.04 0.37
H 1.80 2.24 4.51
H 2.21 -3.76 -2.61
H -1.10 3.02 -3.64
H 1.74 0.35 -1.18
H 0.90 -3.04 3.78
H -3.04 -0.21 5.18
H 7.28 -0.43 -0.56
H 2.25 -2.06 -1.84
H 0.61 4.21 3.81
H 0.40 1.50 3.76
H -5.19 -3.72 4.14
H 4.46 -4.56 -1.87
C -1.14 0.63 6.71
C -2.06 -1.64 4.09
C 2.58 -2.70 -2.65
H -2.78 -1.73 3.32
H -2.40 -0.63 1.15
H 1.31 1.36 0.16
H -3.33 4.60 5.60
O -2.94 2.58 3.78
H 3.20 -0.43 2.70
H -2.52 -4.19 0.07
H -0.53 -3.80 4.55
C -0.15 7.41 -3.36
H -0.27 1.28 6.49
O -1.17 -0.54 5.90
C -0.02 -2.85 4.33
C 6.04 -3.16 -1.44
O -0.77 -2.00 3.48
H 0.44 2.53 -2.92
H -1.73 -6.11 -2.71
C 7.41 -1.41 -0.75
H 1.41 2.02 -7.46
H -2.48 5.77 4.58
O -0.50 4.23 -2.07
C -1.60 -1.35 -3.66
O 2.19 1.38 2.78
O 3.96 4.76 -1.25
O 3.13 1.79 -0.88
H -3.89 1.02 2.81
O 4.02 -2.65 -2.56
H -4.24 -7.01 -6.56
O -4.35 -3.75 1.60
H -0.84 -4.51 0.65
H -1.01 7.57 -4.02
H -1.26 0.71 1.52
H 2.19 4.01 -2.08
H 0.26 -2.39 5.30
O -4.40 5.26 3.96
C -2.26 -6.25 -4.84
H -1.27 -7.66 -3.50
H -3.18 -5.72 -4.85
H 8.03 -1.86 0.03
H -1.64 -0.84 -4.60
C -0.21 5.19 -2.95
C -1.56 -0.80 -1.42
H -4.04 -7.96 -4.98
H -6.15 -4.70 2.96
H -1.40 3.76 3.90
H -3.14 -7.11 -0.94
O -3.16 -7.37 -2.99
O 3.52 1.88 -4.54
H -1.21 0.28 7.70
C -1.46 -0.18 0.90
C 2.35 0.04 3.22

---

(2)
A cluster of 6 separate species, C36H85N in total at a distorted geometry, computed with ωB97M-V/def2-TZVPD.

**Energy**: -1476.80242 a.u.
**2S+1**: 1
**Total charge**: 0
**Highest occupied orbital energy**: -8.447 eV
**Energy relative to the best compared isomer or geometry (same formula, charge and spin)**: 2.159 eV

CARTESIAN COORDINATES (ANGSTROEM)
C 0.06 -2.47 -3.22
H -5.02 3.73 4.87
C -1.91 -5.58 -2.09
H 7.71 -1.07 -1.61
H -4.78 -2.95 1.66
H 7.55 -5.90 -1.15
C -0.91 5.93 1.12
H 3.94 0.89 0.15
H 1.95 6.03 1.63
H -3.66 1.06 7.30
H -2.42 -0.09 2.62
H -0.74 -0.66 -3.50
H 8.59 -4.68 -0.34
C 7.93 -3.99 -2.45
C -0.09 2.03 -0.08
H -3.42 -1.73 -4.48
H 7.42 -1.33 1.57
C -3.10 0.58 2.97
H -3.46 -4.67 0.08
H -0.21 -3.38 -3.07
C -2.42 1.64 3.97
H 0.52 -1.85 -2.44
C -2.83 2.71 5.97
C -1.06 -1.64 -3.59
H 2.91 1.82 -1.96
H 0.09 7.69 1.70
H -1.93 1.19 4.67
H 6.71 -2.49 -2.98
C 1.21 4.81 3.29
H -3.23 1.23 -0.92
H 8.64 -2.08 -0.43
H -4.36 5.24 2.84
C 6.50 -2.63 -0.83
H -3.55 -1.50 -8.67
H 3.00 -0.25 -0.62
H 0.35 2.96 0.14
H -1.95 0.93 7.33
H -3.70 -1.89 1.00
H 0.55 2.53 -2.08
H 1.68 3.08 5.39
H -1.81 -3.13 -4.90
C -3.72 4.43 3.38
H -3.09 4.09 2.64
H 5.40 -2.02 -0.71
H -1.98 -1.93 -7.86
C -2.89 -1.34 -7.88
H -1.92 0.84 -2.05
H -5.52 -1.60 0.81
H -3.92 0.03 3.45
H -1.21 -5.27 -1.52
H 0.92 -2.68 -4.01
H -3.69 1.06 2.27
H -1.89 3.14 5.82
C 6.61 -3.27 -2.23
C -1.58 2.19 -0.49
H -1.79 3.02 -1.08
H 8.85 -3.28 -2.47
H -2.38 -3.44 -0.49
H 3.21 3.75 2.81
C 2.30 2.91 4.64
H -1.16 -7.45 -1.27
H -1.48 5.15 1.66
H -2.96 -0.29 -7.93
H -2.09 -1.80 -2.89
H -0.80 6.80 3.01
H 3.19 2.60 5.06
C 2.44 4.06 3.72
H -5.53 -3.46 -0.78
H -4.72 -1.27 -6.66
H -2.16 0.00 -0.52
H -3.60 3.32 6.21
H -3.75 -2.97 -6.68
C -4.30 3.23 3.98
H -1.97 2.28 3.21
H -2.78 -6.97 -0.75
H 9.33 -5.63 -1.62
C -4.75 -2.28 0.72
H -1.70 6.43 0.75
H -0.23 5.53 0.32
H -4.05 -5.46 -2.18
H -2.69 2.25 8.14
C -1.60 -2.09 -4.99
H -4.88 2.87 3.32
C -0.06 6.70 2.12
H 1.79 1.95 4.19
C -3.67 -1.77 -6.60
C -4.57 -2.98 -0.60
H 3.02 4.85 4.28
H -4.50 -2.13 -1.39
H 0.58 0.87 -1.64
H -2.03 2.51 0.55
H -1.02 -1.93 -5.68
H 1.77 6.64 3.23
H 6.32 -3.54 -0.02
H -3.05 -3.91 -2.95
C -2.16 -7.03 -1.60
C 0.85 1.82 -1.27
H -3.21 4.90 4.07
H 7.97 -4.29 -3.40
C -3.15 -4.68 -2.04
C 2.87 0.64 -0.19
N -3.48 2.22 4.74
C 7.44 -0.65 0.61
H 6.50 0.06 0.86
H 2.63 2.55 -0.44
C -2.94 -1.32 -5.39
H -1.71 -5.71 -3.23
C -2.79 1.67 7.16
C -3.39 -3.85 -0.67
H 8.41 -0.06 0.54
H 2.28 0.45 0.84
H -2.61 -7.77 -2.26
H 0.53 4.17 2.73
C 8.42 -5.04 -1.35
C 7.55 -1.53 -0.62
C 1.18 6.12 2.49
H 5.91 -3.86 -2.16
H 0.63 4.88 4.23
H -2.64 -0.29 -5.32
H 0.00 1.19 0.49
C -2.25 0.88 -1.06
C 2.37 1.73 -1.04

---

(3)
A cluster of 8 separate species, C36H85N5O8 in total at a distorted geometry, computed with ωB97M-V/def2-TZVPD.

**Energy**: -2298.19600 a.u.
**2S+1**: 1
**Total charge**: 0
**Highest occupied orbital energy**: -8.271 eV
**Energy relative to the best compared isomer or geometry (same formula, charge and spin)**: 0.000 eV

CARTESIAN COORDINATES (ANGSTROEM)
H 10.62 10.74 13.96
N 14.76 9.04 9.19
C 14.08 9.63 12.00
H 19.88 9.67 17.07
C 14.29 11.35 8.48
C 19.76 10.44 14.29
H 13.29 11.07 8.22
H 11.61 7.71 20.14
H 16.49 5.86 15.07
C 19.01 12.78 13.76
C 10.24 12.65 13.46
C 16.49 6.72 14.39
C 13.82 10.39 22.21
H 9.20 12.46 13.14
O 9.99 9.44 14.95
H 10.01 8.38 19.90
H 15.42 8.49 20.84
H 15.32 8.41 7.41
H 21.57 9.92 15.33
N 13.19 9.48 20.12
H 16.34 9.92 21.36
H 11.28 11.94 20.07
H 13.59 7.62 15.23
C 11.71 9.81 20.22
H 17.57 10.45 17.85
O 14.19 7.05 14.77
H 16.53 6.65 11.16
C 16.27 7.66 10.80
H 19.93 13.19 14.19
H 11.38 8.37 18.61
O 13.46 9.35 18.69
N 12.96 9.64 15.82
H 13.44 6.71 9.12
C 14.86 7.91 10.19
H 14.56 11.10 22.75
H 16.65 11.60 13.36
H 15.98 9.65 19.61
H 10.11 10.94 19.39
C 11.08 8.49 19.68
H 17.10 7.83 10.07
H 20.21 10.41 13.31
H 12.15 10.69 23.62
H 10.31 10.11 21.79
O 15.79 8.85 8.15
C 14.20 11.78 20.13
C 7.88 10.59 15.53
H 11.58 11.31 18.55
H 14.55 5.70 9.97
H 14.23 12.44 8.80
H 14.97 11.18 7.62
H 10.23 13.11 14.45
C 12.35 10.81 22.52
H 13.19 12.20 20.26
H 12.94 10.63 10.50
C 14.19 10.36 20.72
H 14.97 12.26 20.68
H 7.13 10.74 16.34
C 11.40 9.91 21.73
H 8.44 8.57 16.17
H 16.08 11.89 10.48
H 9.46 9.82 16.96
C 15.85 14.76 12.82
H 16.72 10.20 10.65
H 17.78 10.50 12.56
O 11.08 11.42 13.40
H 10.79 13.37 11.53
H 15.05 6.48 8.54
H 16.28 6.30 13.40
H 15.50 14.84 10.82
C 20.17 10.70 16.76
H 14.60 11.70 19.10
H 19.76 13.20 18.13
C 8.95 9.55 15.97
H 18.84 13.76 16.68
C 13.98 10.68 10.88
H 7.32 10.39 14.67
H 16.47 8.34 11.64
H 14.01 7.45 12.16
N 18.10 11.46 15.65
C 16.29 10.96 9.98
H 13.71 10.21 18.36
H 10.18 8.54 14.68
H 11.51 8.91 22.18
H 20.87 11.00 17.52
H 14.05 15.19 11.72
H 11.91 13.98 12.69
H 14.07 11.70 11.28
H 19.31 9.44 14.46
H 14.28 12.18 14.58
H 17.46 7.15 14.41
H 18.92 11.03 18.90
O 15.21 14.32 14.04
H 15.89 14.03 14.63
C 13.83 10.61 15.60
H 14.64 13.53 11.63
C 14.87 10.49 9.62
H 15.66 7.91 15.88
H 10.27 14.67 12.53
C 19.57 13.06 17.05
H 15.53 8.62 14.33
N 13.53 11.55 14.75
C 18.60 11.43 14.30
H 13.99 9.45 22.65
C 14.47 6.65 9.46
H 12.86 8.19 11.03
H 17.01 10.02 14.06
H 15.04 9.57 12.48
C 17.39 10.86 13.50
H 19.23 12.68 12.70
C 15.47 7.63 14.87
C 13.91 8.21 11.36
C 14.94 14.55 11.67
C 18.23 11.30 18.06
H 13.25 9.12 16.63
O 17.03 12.44 15.74
H 12.00 9.87 15.66
H 16.16 15.80 12.88
C 10.85 13.74 12.51
H 12.18 11.86 22.20
H 16.97 11.11 9.10
C 11.16 11.02 19.47
H 16.76 14.17 12.76
H 21.41 11.54 15.10
C 20.81 10.70 15.41
C 19.02 11.68 16.79
H 8.37 11.56 15.33
H 20.55 13.17 16.66
H 13.40 9.80 12.82
C 15.59 9.60 20.65
H 17.55 12.15 18.43
H 16.37 11.84 16.10
H 12.73 11.47 14.07
H 18.29 13.58 13.87
O 14.92 10.55 16.17

---

- Look up the energy of the first one.
  -3227.46303 a.u.